(1)
Below is a gas-phase ion, C5H9N2 (charge +1) in a non-equilibrium geometry, with properties calculated with wB97M-V/def2-TZVPD.

The geometry in XYZ format:
```
16
Properties=species:S:1:pos:R:3:forces:R:3:nbo_charge:R:1
C -1.196 0.336 -1.004 -2.14 -0.78 -0.17 -0.2040
C -1.207 -0.982 -0.860 -1.55 -1.54 0.37 -0.0538
C -0.336 0.959 -0.073 3.16 -1.16 1.83 -0.0502
C -0.209 2.255 0.175 -0.78 -1.67 -0.63 -0.3038
C 0.549 -0.387 0.693 -0.75 3.02 0.91 0.0884
N 1.897 -0.569 0.311 0.13 -1.02 1.49 -0.8747
N -0.214 -1.581 0.094 -0.74 4.13 -0.83 -0.5776
H -1.993 0.859 -1.599 1.15 -0.53 0.54 0.2824
H -1.987 -1.729 -1.076 0.57 0.68 -0.77 0.2448
H 0.422 2.794 0.761 2.29 0.40 2.26 0.2237
H -0.861 2.977 -0.191 -1.46 0.69 -1.57 0.2222
H 0.554 -0.312 1.814 -1.04 -0.35 -1.10 0.2425
H 2.609 -0.746 1.067 -1.17 0.67 -1.44 0.4246
H 2.095 0.069 -0.395 1.46 1.13 -1.18 0.3999
H -0.702 -2.139 0.762 0.33 -1.28 0.34 0.4561
H 0.580 -1.805 -0.480 0.54 -2.39 -0.07 0.4794
```
Forces are in eV/Å.

Calculated values
Multiplicity = 1
LUMO level = -3.82 eV
Frontier orbital gap = 9.76 eV
Total charge = +1

***

(2)
Below is a gas-phase ion, C5H9N2 (charge +1) in a non-equilibrium geometry, with properties calculated with wB97M-V/def2-TZVPD.

The geometry in XYZ format:
```
16
Properties=species:S:1:pos:R:3:forces:R:3:nbo_charge:R:1
C -1.922 -0.213 -1.098 0.44 -0.72 0.47 -0.0073
C -1.010 -0.625 -2.105 4.04 0.21 2.97 0.1791
C -0.016 -0.610 -0.042 1.47 0.51 0.68 0.0338
C 0.865 0.891 2.114 -0.20 -2.01 -0.05 -0.6224
C 0.949 0.589 0.597 -0.88 -1.41 0.61 -0.3299
N -1.358 -0.278 0.053 -0.95 0.52 0.92 -0.2323
N 0.178 -0.824 -1.478 -1.57 -0.34 -2.78 -0.4221
H -2.939 -0.004 -1.261 -1.10 0.43 0.00 0.2479
H -1.039 -0.667 -3.134 -0.45 -0.31 -2.06 0.2477
H 0.233 -1.549 0.493 -0.23 0.42 -0.12 0.2889
H 1.876 0.760 2.578 -1.06 0.11 -0.29 0.2402
H 0.147 0.147 2.512 0.57 0.39 0.43 0.2256
H 0.452 1.858 2.352 0.05 0.30 -0.22 0.2403
H 1.929 0.249 0.371 0.86 -0.03 -0.55 0.2209
H 0.678 1.467 0.107 -0.17 1.28 -1.41 0.2223
H 0.979 -1.190 -2.059 -0.82 0.66 1.39 0.4674
```
Forces are in eV/Å.

Calculated values
Multiplicity = 1
LUMO level = -6.06 eV
Frontier orbital gap = 9.77 eV
Total charge = +1

***

(3)
Below is a gas-phase ion, C5H9N2 (charge +1) in a non-equilibrium geometry, with properties calculated with wB97M-V/def2-TZVPD.

The geometry in XYZ format:
```
16
Properties=species:S:1:pos:R:3:forces:R:3:nbo_charge:R:1
C -1.148 -1.681 0.205 0.98 -0.49 -0.30 0.3907
C 0.357 2.627 0.361 0.27 -0.19 1.76 -0.2906
C 0.221 1.356 0.703 2.44 -1.53 -0.95 -0.2641
C 0.904 -1.024 -0.618 -0.39 2.23 2.12 -0.2317
C -0.073 0.290 -0.397 1.30 0.29 0.67 -0.0870
N 0.066 -2.124 -0.055 1.17 1.51 -0.83 -0.5291
N -1.270 -0.408 -0.019 0.76 -1.30 -0.89 -0.4864
H -1.957 -2.255 0.592 -0.35 -0.54 0.20 0.2516
H 0.829 3.297 1.088 -0.43 0.04 -0.44 0.2304
H 0.006 2.992 -0.557 -0.32 0.66 -1.20 0.2004
H 0.797 1.022 1.580 -0.84 -0.09 -0.03 0.2197
H 1.049 -1.193 -1.661 0.33 -0.04 -0.66 0.2309
H 1.874 -0.922 -0.035 -1.18 -0.20 -0.90 0.2445
H -0.192 0.914 -1.293 -0.16 -0.81 -0.16 0.2347
H 0.520 -2.997 -0.251 -1.09 -0.91 0.59 0.4563
H -1.984 0.105 0.355 -2.49 1.37 1.00 0.4296
```
Forces are in eV/Å.

Calculated values
Multiplicity = 1
LUMO level = -3.54 eV
Frontier orbital gap = 10.74 eV
Total charge = +1

***

(4)
Below is a molecular structure, C5H9N2O in a non-equilibrium geometry, with properties calculated with wB97M-V/def2-TZVPD.

The geometry in XYZ format:
```
17
Properties=species:S:1:pos:R:3:forces:R:3:nbo_charge:R:1
C -2.989 0.394 0.427 -0.56 -0.54 1.78 -0.2733
C -1.686 0.670 1.041 -2.21 0.72 0.70 -0.3398
C -2.789 -0.389 -0.636 2.45 1.22 -1.29 0.0900
C -0.802 0.188 0.217 4.39 -0.64 -1.97 0.2436
C 1.157 0.337 0.264 -4.30 -2.60 -0.37 0.1861
N 1.865 0.383 -0.869 0.79 -0.74 -3.88 -0.8527
N 1.404 -1.088 0.993 0.47 1.26 -0.23 -0.7216
O -1.426 -0.424 -0.813 2.66 -0.82 -0.60 -0.4587
H -3.948 0.537 0.870 -0.36 0.53 0.23 0.2467
H -1.442 1.163 1.938 -0.25 0.66 0.88 0.2386
H -3.101 -0.665 -1.627 -1.67 -0.35 0.46 0.2435
H 1.409 1.077 0.967 0.10 0.93 0.76 0.2250
H 2.513 1.125 -1.106 -0.34 0.11 0.71 0.4296
H 1.687 -0.168 -1.780 -0.27 0.99 2.49 0.4291
H 1.044 -0.981 1.915 -0.43 -0.07 1.13 0.4313
H 2.393 -1.383 1.062 -0.53 0.08 -0.43 0.4401
H 0.794 -1.737 0.527 0.06 -0.73 -0.37 0.4426
```
Forces are in eV/Å.

Calculated values
Multiplicity = 1
LUMO level = -3.36 eV
Frontier orbital gap = 9.50 eV
Total charge = +1

***

(5)
Below is a molecular structure, C5H9N2O in a non-equilibrium geometry, with properties calculated with wB97M-V/def2-TZVPD.

The geometry in XYZ format:
```
17
Properties=species:S:1:pos:R:3:forces:R:3:nbo_charge:R:1
C -0.412 0.971 -1.419 -0.45 1.99 -1.93 -0.1691
C 0.586 1.093 -0.547 0.38 -0.20 0.79 -0.2535
C 1.044 -1.449 0.787 -7.03 4.44 -1.19 0.7329
C -1.599 0.219 -0.822 1.96 -1.72 -3.13 -0.2701
C 0.229 0.392 0.713 0.95 -3.46 0.54 -0.1809
N 2.285 -1.410 0.910 4.44 0.57 -0.16 -0.7744
N -1.137 -0.122 0.540 -0.73 0.28 0.06 -0.5395
O 0.089 -2.203 0.691 2.27 -0.92 0.65 -0.5928
H -0.482 1.462 -2.511 0.30 -1.49 2.75 0.2742
H 1.616 1.480 -0.638 -0.95 0.08 -0.34 0.2526
H -2.502 0.729 -0.814 -1.60 1.14 0.17 0.2387
H -1.719 -0.647 -1.609 -0.03 0.87 2.23 0.2555
H 0.349 0.622 1.761 0.52 1.09 -0.17 0.2436
H 2.885 -0.539 0.700 -1.49 -2.18 0.71 0.4575
H 2.681 -2.327 0.994 1.20 -0.28 -0.01 0.4284
H -1.814 0.032 1.284 -0.06 1.20 -0.07 0.4409
H -1.014 -1.129 0.720 0.32 -1.42 -0.89 0.4561
```
Forces are in eV/Å.

Calculated values
Multiplicity = 1
LUMO level = -2.94 eV
Frontier orbital gap = 9.99 eV
Total charge = +1

***

(6)
Below is a gas-phase ion, C5H9N2O (charge +1) in a non-equilibrium geometry, with properties calculated with wB97M-V/def2-TZVPD.

The geometry in XYZ format:
```
17
Properties=species:S:1:pos:R:3:forces:R:3:nbo_charge:R:1
C 0.465 1.346 -0.048 -2.07 0.29 -0.32 0.3211
C -2.170 0.809 -0.392 0.32 1.14 -2.63 0.0596
C 0.760 -0.024 -0.373 0.64 -3.03 0.12 -0.1415
C -1.831 -0.597 -0.318 0.98 1.96 0.73 0.1087
C 1.920 -0.694 0.339 2.98 -0.09 -1.32 -0.6835
N 1.083 2.328 0.268 0.72 0.57 -0.07 -0.5311
N -0.495 -0.912 0.196 1.54 -0.92 -1.99 -0.5329
O -2.614 0.051 0.666 -0.69 0.02 0.02 -0.4267
H -2.803 1.345 -1.273 1.17 -1.29 2.60 0.2454
H 0.994 -0.212 -1.487 -1.40 0.37 1.56 0.2965
H -2.202 -1.382 -0.845 -1.55 -1.97 -1.53 0.2113
H 2.089 -0.571 1.367 -0.71 0.65 1.67 0.2477
H 2.904 -0.302 -0.053 -1.11 -0.05 0.00 0.2725
H 2.074 -1.774 0.188 -0.74 0.21 -0.44 0.2415
H 0.681 3.259 0.367 -0.06 -0.19 0.15 0.4216
H -0.227 -1.936 0.250 -0.45 1.23 -0.90 0.4502
H -0.629 -0.734 1.147 0.43 1.09 2.36 0.4396
```
Forces are in eV/Å.

Calculated values
Multiplicity = 1
LUMO level (alpha / beta) = -4.13 / -4.18 eV
Frontier orbital gap (alpha / beta) = 8.75 / 7.88 eV
Total charge = +1

***

(7)
Below is a gas-phase ion, C5H9N2O2 (charge +1) in a non-equilibrium geometry, with properties calculated with wB97M-V/def2-TZVPD.

The geometry in XYZ format:
```
18
Properties=species:S:1:pos:R:3:forces:R:3:nbo_charge:R:1
C 0.177 -0.231 -1.929 0.25 -0.56 1.06 0.5507
C 0.486 0.955 0.584 2.73 1.81 3.37 -0.4376
C -0.893 1.123 0.036 -1.39 -1.38 1.23 -0.5337
C 0.954 -0.487 0.271 -0.53 -0.55 0.05 0.0807
C -1.012 0.180 -1.109 -1.66 -0.03 -0.46 0.6557
N 1.235 -0.443 -1.142 -1.36 0.69 1.35 -0.5908
N -0.221 -1.394 0.370 -0.57 -0.97 0.08 -0.7934
O 0.041 -0.429 -3.085 -0.21 0.01 -2.34 -0.5062
O -2.175 -0.083 -1.589 -0.44 0.85 -0.57 -0.5814
H 1.206 1.795 0.187 -1.11 -2.07 0.47 0.2627
H 0.504 1.166 1.737 -0.24 -0.46 -2.05 0.2550
H -1.625 0.682 0.798 0.52 1.24 -1.06 0.2698
H -1.110 2.177 -0.197 -0.29 -0.54 -0.20 0.3005
H 1.721 -1.074 0.813 0.41 1.67 -0.14 0.2444
H 2.054 -0.830 -1.419 2.76 -1.28 -1.69 0.4275
H 0.043 -2.371 -0.004 -0.70 1.98 0.95 0.4180
H -0.605 -1.453 1.356 0.57 -0.12 -1.59 0.4106
H -2.324 -0.269 -2.576 1.26 -0.29 1.53 0.5677
```
Forces are in eV/Å.

Calculated values
Multiplicity = 1
LUMO level = -5.37 eV
Frontier orbital gap = 9.40 eV
Total charge = +1

***

The calculation returns the following energy above the lowest of the compared OMol25 structures with the same formula, charge and spin values, one per record and in order: 396.3, 274.4, 226.0, 363.5, 276.9, 695.3, 295.7 kJ/mol.